No. 1
66
Properties=species:S:1:pos:R:3:forces:R:3 method="wB97M-V/def2-TZVPD" total_charge=+1 orbital_gap_ev=4.81 homo_ev=-10.265 e_tot_ha=-1923.052996
F 1.843841 -1.382110 -4.935674 0.6 0.0 1.8
C 2.276223 -1.334991 -3.634474 -0.2 0.1 -1.2
C 3.509691 -0.739150 -3.366657 0.0 -0.1 0.2
C 3.909220 -0.643554 -2.041220 -0.3 0.1 0.3
C 3.093205 -1.119922 -0.963414 0.3 -0.5 -1.1
C 3.497114 -0.819549 0.368080 -0.6 0.5 -0.1
C 2.623175 -0.921924 1.499187 0.1 -0.6 1.0
C 2.540954 0.155741 2.422454 0.3 -0.3 -0.5
C 1.563254 0.178147 3.402320 -0.1 -0.3 -0.1
C 0.724803 -0.931079 3.510175 -0.8 0.3 0.8
F -0.308975 -0.874159 4.407668 1.3 -0.2 -0.9
C 0.895128 -2.095780 2.764170 0.2 0.1 -0.3
C 1.855564 -2.086611 1.759690 -0.2 0.3 0.1
C 1.893363 -1.809327 -1.317756 0.0 0.3 -0.2
C 1.466353 -1.880091 -2.639724 0.1 -0.1 0.4
H 4.133680 -0.364112 -4.178066 -0.3 -0.1 0.2
H 4.870606 -0.177388 -1.798466 -0.4 -0.1 -0.1
H 4.310630 -0.097007 0.460207 0.0 -0.3 0.0
H 3.237452 0.988513 2.318053 -0.3 -0.1 0.0
H 1.440876 1.032773 4.062314 0.0 -0.2 -0.1
H 0.274457 -2.970633 2.949356 0.1 0.3 0.0
H 2.040630 -2.986951 1.167526 -0.1 0.3 0.3
H 1.270280 -2.254516 -0.544731 0.1 0.3 -0.3
H 0.510679 -2.335523 -2.901474 0.3 0.1 0.0
C 7.868086 -3.556719 -0.980453 0.3 -0.1 -0.2
C 6.496870 -4.205187 -1.163978 0.2 -0.9 -0.3
C 5.583036 -3.295599 -1.963267 -0.3 0.0 -0.2
N 6.636651 -5.515124 -1.888279 -0.1 0.1 1.3
C 6.475877 -6.485721 -1.056139 0.0 1.9 -0.3
S 6.587212 -8.143479 -1.537264 -0.6 0.0 -1.0
C 6.100641 -7.736355 -3.308464 0.3 -0.9 0.0
C 5.899407 -8.995137 -4.067986 -0.2 -1.2 -0.5
N 5.728268 -10.000694 -4.631409 0.3 1.9 1.0
C 6.154487 -6.042493 0.381787 -0.4 -0.4 -0.4
C 4.898361 -6.706798 0.940407 0.0 -0.2 -0.1
C 7.359273 -6.286714 1.288817 0.2 -0.1 0.1
N 5.926276 -4.618130 0.125378 -0.9 0.7 0.4
C 5.363446 -3.800474 1.054255 1.1 -0.9 -0.7
C 5.571666 -2.452871 1.146086 -0.6 0.8 -0.7
C 5.604350 -1.783954 2.431729 -0.5 0.6 1.0
C 6.251010 -0.528325 2.570313 -0.4 -0.6 -0.1
C 6.335283 0.086093 3.815904 -0.2 -0.1 0.3
C 5.715043 -0.491428 4.935810 -0.1 0.1 -0.3
C 4.995695 -1.685505 4.794759 0.2 0.0 -0.1
C 4.988872 -2.355784 3.574065 0.1 0.5 -0.3
H 8.204158 -3.147526 -1.939238 0.0 -0.1 0.2
H 7.822093 -2.742107 -0.250661 0.0 -0.2 -0.1
H 8.594635 -4.300088 -0.634806 -0.1 0.2 -0.1
H 5.889583 -3.298356 -3.016077 0.0 -0.1 0.3
H 4.538880 -3.624521 -1.908724 0.1 0.0 0.0
H 5.645978 -2.272731 -1.596770 0.0 -0.1 -0.1
H 5.166038 -7.157663 -3.282317 0.4 -0.2 0.0
H 6.916019 -7.141200 -3.739648 -0.4 -0.2 0.1
H 5.002756 -7.795430 0.874633 -0.1 0.2 0.1
H 4.759940 -6.433053 1.991786 0.0 -0.1 -0.1
H 4.013172 -6.400918 0.368803 0.2 -0.1 0.1
H 7.452247 -7.365458 1.468099 0.1 0.2 0.0
H 8.286976 -5.920399 0.828593 -0.3 -0.1 0.2
H 7.220711 -5.784017 2.254397 0.0 -0.1 -0.2
H 4.819437 -4.335602 1.834847 0.6 0.1 0.0
H 5.940417 -1.901481 0.280431 0.5 -0.3 0.5
H 6.702665 -0.059328 1.688278 -0.1 -0.2 0.3
H 6.884020 1.026481 3.915932 -0.2 -0.3 0.0
H 5.784241 -0.004087 5.909962 -0.1 -0.1 -0.3
H 4.443293 -2.114249 5.638120 0.4 0.2 -0.3
H 4.485811 -3.323652 3.492495 0.1 0.4 0.1


No. 2
66
Properties=species:S:1:pos:R:3:forces:R:3 method="wB97M-V/def2-TZVPD" total_charge=+1 de_lowest_kcal_mol=0.0 orbital_gap_ev=7.48 homo_ev=-10.584 e_tot_ha=-1551.001690 smiles="COc1ccccc1[NH+]1CCN(CCN2C(=O)CC(=C3c4ccccc4-c4ccccc43)C2=O)CC1"
C 4.348268 0.926879 -1.118705 0.2 0.3 0.1
O 3.426469 -0.132133 -1.315892 -0.3 -0.4 -0.1
C 3.534283 -0.897766 -2.433781 -0.1 -0.2 0.0
C 4.451624 -0.717413 -3.462422 -0.1 0.1 0.3
C 4.453651 -1.581984 -4.543578 -0.1 -0.1 0.0
C 3.555236 -2.632313 -4.617972 0.0 0.0 0.0
C 2.636169 -2.824868 -3.600115 -0.1 0.1 0.2
C 2.622256 -1.959513 -2.522512 0.4 0.3 -0.3
N 1.697939 -2.118506 -1.401487 0.3 0.4 -0.1
C 2.097695 -3.216983 -0.487958 0.2 -0.6 0.9
C 1.224980 -3.153052 0.760113 0.0 -0.1 -0.2
N -0.163769 -3.302459 0.371092 0.1 0.2 -0.1
C -1.061758 -3.650471 1.451828 -0.1 0.1 0.4
C -1.023255 -2.788744 2.731831 0.1 -0.3 -0.2
N -1.663510 -1.499855 2.609818 0.2 -0.1 -0.1
C -2.963928 -1.286639 3.027090 -0.2 0.2 0.0
O -3.705111 -2.152485 3.401265 -0.1 -0.1 0.1
C -3.209518 0.199151 2.937211 -0.2 0.1 0.1
C -2.000980 0.742958 2.227850 -0.3 0.9 -0.1
C -1.931647 1.979287 1.665745 0.1 -0.9 0.4
C -0.969104 2.506120 0.685946 0.4 0.4 -0.5
C 0.217132 2.002494 0.179230 0.1 -0.1 0.0
C 0.873036 2.694862 -0.830864 0.0 0.0 -0.1
C 0.373224 3.885164 -1.329813 0.0 0.0 0.0
C -0.803765 4.415929 -0.820449 0.0 -0.1 0.1
C -1.462891 3.728307 0.178055 0.4 -0.4 -0.1
C -2.686973 4.060661 0.886723 -0.4 -0.1 0.4
C -3.490905 5.177670 0.792154 0.1 -0.1 0.0
C -4.588306 5.278966 1.637277 0.0 0.0 0.0
C -4.846663 4.286499 2.566637 -0.1 0.0 0.1
C -4.041726 3.157319 2.661824 0.0 0.0 0.0
C -2.961637 3.022386 1.802802 -0.3 0.5 -0.2
C -1.022338 -0.347633 2.191772 0.4 -0.2 -0.2
O 0.153881 -0.357961 1.869808 0.0 0.1 0.2
C -0.572964 -2.227832 -0.509501 0.1 -0.1 -0.2
C 0.275938 -2.285891 -1.777842 -1.0 0.1 -0.1
H 5.372283 0.550725 -1.067777 0.0 0.0 0.0
H 4.076605 1.372794 -0.163799 0.1 0.0 -0.1
H 4.268390 1.675811 -1.909897 0.0 0.0 0.0
H 5.164478 0.089395 -3.424429 0.1 0.1 0.0
H 5.170640 -1.431340 -5.334677 0.1 0.0 -0.1
H 3.568877 -3.302072 -5.461625 0.0 -0.1 -0.1
H 1.939354 -3.645593 -3.653452 -0.1 -0.1 0.0
H 1.779427 -1.242487 -0.857770 0.0 -0.1 -0.1
H 1.957058 -4.165100 -1.009328 0.0 0.1 -0.1
H 3.151196 -3.097978 -0.230622 -0.1 0.1 -0.1
H 1.493165 -3.974216 1.426252 0.1 0.0 0.0
H 1.412050 -2.197770 1.277400 0.0 -0.1 0.0
H -2.079840 -3.658337 1.058804 0.0 -0.1 0.0
H -0.810576 -4.671723 1.752810 -0.1 0.0 0.0
H 0.006035 -2.626233 3.058266 -0.1 0.0 0.0
H -1.569031 -3.330683 3.507986 0.1 0.1 0.0
H -3.296782 0.577368 3.959606 -0.1 0.0 0.0
H -4.145144 0.410107 2.417882 0.0 -0.1 0.1
H 0.650883 1.102095 0.577391 0.0 0.0 0.0
H 1.796321 2.299528 -1.227628 0.1 0.0 0.0
H 0.904142 4.407763 -2.111360 0.0 0.0 -0.1
H -1.195476 5.346827 -1.199811 0.0 0.1 0.0
H -3.268632 5.960734 0.083804 0.0 0.1 -0.1
H -5.233195 6.142300 1.579856 -0.1 0.1 0.0
H -5.687218 4.388552 3.235911 -0.1 0.0 0.1
H -4.269216 2.432816 3.423719 0.0 -0.1 0.0
H -1.622210 -2.365475 -0.774367 0.0 0.0 -0.1
H -0.452429 -1.229956 -0.063100 -0.1 -0.1 -0.1
H -0.005932 -1.492580 -2.471843 0.2 0.0 0.0
H 0.153740 -3.255417 -2.261383 0.1 0.1 0.0


No. 3
64
Properties=species:S:1:pos:R:3:forces:R:3 method="wB97M-V/def2-TZVPD" total_charge=0 orbital_gap_ev=3.32 homo_ev=-5.901 e_tot_ha=-1380.054853
C -2.236526 -0.808555 2.897307 0.1 -0.6 0.5
C -3.199424 0.175106 2.747723 -2.3 1.3 -0.3
N -4.104713 0.928135 2.620231 1.8 -1.2 0.4
C -0.854899 -0.550034 2.800043 0.7 0.3 0.0
C 0.101258 -1.613511 2.804381 -0.1 0.3 0.1
C 1.458313 -1.359196 2.747441 -0.1 0.0 0.0
C 1.930538 -0.036020 2.685092 -0.1 -0.1 0.0
C 3.335472 0.238654 2.647084 1.9 0.4 0.0
N 4.481203 0.474701 2.621243 -2.0 -0.4 0.1
C 1.011719 1.024962 2.649449 -0.3 0.0 0.0
C -0.352042 0.782489 2.692374 0.4 -0.2 0.0
H -2.570760 -1.831904 3.042237 -0.1 0.1 -0.2
H -0.263470 -2.641038 2.836982 0.1 0.2 0.0
H 2.179947 -2.181254 2.744456 -0.3 0.3 0.0
H 1.394549 2.045671 2.583470 -0.2 -0.3 0.0
H -1.055746 1.613357 2.648044 0.2 -0.2 0.0
C -11.174042 -1.545179 5.958542 0.0 0.0 0.2
C -10.865325 -2.026870 4.526100 0.1 -0.2 -0.1
C -9.351410 -1.896588 4.330895 0.5 0.4 -0.4
N -8.824967 -1.636425 5.656433 -0.1 -0.6 0.2
C -7.470750 -1.509122 5.883902 0.5 0.2 -0.3
C -6.716264 -0.601025 5.104032 -0.2 -0.3 0.2
C -5.385761 -0.417749 5.381533 0.4 0.0 -0.2
C -4.674355 -1.257216 6.279140 -0.6 0.2 0.1
C -3.270783 -1.100284 6.305457 -0.4 0.1 -0.3
C -2.346331 -2.003110 6.871693 1.0 -0.9 0.3
C -2.639644 -3.386846 7.030781 -0.2 0.3 0.1
C -1.762640 -4.236285 7.668798 0.6 0.1 0.1
C -0.513796 -3.756999 8.139491 -0.7 0.7 -0.3
N 0.348698 -4.617162 8.804030 0.4 -0.4 0.2
C 0.435340 -4.656704 10.254908 0.0 0.8 -0.1
C 1.109137 -5.992295 10.595509 -0.1 0.1 0.1
C 1.480420 -6.663480 9.262151 0.0 -0.1 -0.2
C 1.004956 -5.733747 8.140755 -0.1 0.4 -0.4
C -0.184304 -2.386188 7.943908 0.1 -0.9 0.3
C -1.060057 -1.550235 7.291941 -0.7 0.3 -0.3
C -5.452970 -2.156625 7.077427 -0.1 -0.1 -0.2
C -6.817430 -2.279160 6.884706 0.2 0.4 0.0
C -9.827740 -1.244606 6.630156 0.3 0.2 0.4
H -11.787934 -0.641065 5.941733 0.0 -0.2 0.1
H -11.700375 -2.311643 6.531083 -0.1 0.1 -0.2
H -11.137912 -3.078797 4.406547 -0.1 0.2 0.0
H -11.399167 -1.441727 3.775335 0.0 -0.1 0.1
H -8.893772 -2.819349 3.941437 -0.2 0.2 0.0
H -9.080732 -1.085708 3.634652 -0.2 -0.2 0.0
H -7.206230 -0.019177 4.320813 0.2 -0.1 0.4
H -4.829477 0.359811 4.869973 -0.1 -0.1 -0.2
H -2.872644 -0.194936 5.850675 0.0 0.0 0.1
H -3.578270 -3.776876 6.642015 0.3 0.1 0.1
H -2.026098 -5.282543 7.857513 0.2 0.4 -0.2
H 1.025351 -3.796627 10.611979 -0.1 -0.2 0.2
H -0.572988 -4.560755 10.688346 0.2 -0.1 0.0
H 1.994618 -5.811698 11.208509 -0.1 -0.1 0.0
H 0.415960 -6.614530 11.167385 0.2 0.0 0.0
H 2.561182 -6.803267 9.184551 -0.2 -0.1 0.0
H 0.999567 -7.639671 9.160478 0.2 0.1 0.1
H 0.313325 -6.206504 7.428686 0.2 -0.1 0.1
H 1.861749 -5.354900 7.559376 -0.2 -0.2 0.0
H 0.784181 -2.027186 8.306320 -0.4 -0.1 -0.2
H -0.801016 -0.505587 7.111989 0.0 -0.3 0.1
H -4.970438 -2.747717 7.853100 -0.1 0.1 -0.2
H -7.413057 -3.002847 7.449705 0.3 0.4 -0.1
H -9.736068 -0.166640 6.871146 0.0 -0.3 -0.1
H -9.666179 -1.796505 7.568250 -0.2 0.1 -0.1


No. 4
73
Properties=species:S:1:pos:R:3:forces:R:3 method="wB97M-V/def2-TZVPD" total_charge=+2 de_lowest_kcal_mol=10.6 orbital_gap_ev=5.96 homo_ev=-13.558 e_tot_ha=-2694.566003
W 0.520302 -0.137510 -0.400714 -0.5 -0.9 -0.3
O 0.379193 0.637401 -2.080983 0.2 0.7 -0.8
C -0.050628 0.752675 -3.360598 0.2 0.0 0.7
C 0.064129 1.954048 -4.030827 -0.1 0.1 -0.2
C -0.361862 1.994829 -5.352941 0.0 0.0 0.0
C -0.885843 0.863726 -5.978244 0.0 -0.1 0.1
C -0.978648 -0.327960 -5.278922 -0.1 0.1 -0.2
C -0.564906 -0.385808 -3.949293 -0.1 -0.5 0.0
C -0.638805 -1.641077 -3.208941 -0.1 0.2 -0.4
N -0.396218 -1.824609 -1.974233 0.1 0.1 0.2
C -0.493387 -3.193078 -1.480747 0.0 0.0 -0.1
C 0.686771 -3.365707 -0.566666 0.0 -0.1 0.1
N 0.554199 -2.274105 0.416085 0.1 0.2 0.1
C 0.311420 -2.674213 1.618770 0.0 -0.1 0.3
C 0.001066 -1.878893 2.766900 0.2 -0.4 -0.1
C -0.107547 -2.447380 4.042400 0.0 0.0 0.2
C -0.459719 -1.653113 5.110794 0.0 0.0 -0.1
C -0.731184 -0.293682 4.903106 0.0 0.1 0.0
C -0.656010 0.276572 3.643936 -0.1 -0.1 0.3
C -0.281863 -0.538058 2.584687 0.2 0.4 -0.4
O -0.197164 -0.044757 1.350308 -0.7 0.2 0.6
H 0.489580 2.816303 -3.534973 0.0 0.0 0.0
H -0.278049 2.921051 -5.906850 0.0 0.0 0.0
H -1.204181 0.911084 -7.010528 0.0 0.0 0.0
H -1.369006 -1.218393 -5.759848 0.0 0.0 0.0
H -0.937966 -2.505570 -3.804585 0.0 0.0 0.0
H -0.477914 -3.920686 -2.292315 0.0 0.0 -0.1
H -1.424578 -3.307295 -0.922076 0.0 0.0 0.0
H 1.618703 -3.267232 -1.113495 0.0 0.0 -0.1
H 0.671174 -4.334079 -0.069334 0.0 0.0 0.0
H 0.328872 -3.750538 1.787867 0.0 0.0 0.1
H 0.090595 -3.504428 4.177925 0.0 0.0 0.0
H -0.536785 -2.075735 6.102395 0.0 0.0 0.0
H -1.009980 0.328198 5.744714 0.0 0.0 0.0
H -0.865744 1.323860 3.472581 0.0 0.0 0.0
C 3.702868 -1.758692 0.679168 0.0 0.0 0.0
C 3.269091 -0.533182 1.433052 0.2 0.2 0.3
C 4.057352 -0.284620 2.590683 0.0 -0.2 -0.2
C 3.814908 0.767275 3.402474 0.0 0.1 0.1
C 2.787809 1.666147 3.053055 0.1 0.1 0.2
C 2.500727 2.797738 3.847641 0.0 0.0 0.0
C 1.537900 3.691264 3.469536 -0.1 0.0 -0.1
C 0.849269 3.482763 2.264504 0.1 0.1 0.2
C 1.110938 2.376836 1.486715 -0.1 0.1 0.1
S 0.426961 2.224150 -0.085519 0.3 -0.3 -0.3
C 2.066091 1.420225 1.876942 0.1 -0.1 0.0
N 2.272975 0.291524 1.092485 0.0 -0.4 -0.1
H 4.341877 -2.347607 1.330219 0.0 0.0 0.0
H 4.297270 -1.485814 -0.193885 0.0 0.0 0.0
H 2.886159 -2.377870 0.346024 0.0 0.0 0.0
H 4.854872 -0.979382 2.808849 0.0 0.0 0.0
H 4.404727 0.938956 4.295436 0.0 0.0 0.0
H 3.071173 2.945251 4.756566 0.0 0.0 0.0
H 1.324267 4.562409 4.073146 0.0 0.0 0.0
H 0.120260 4.210065 1.928271 0.0 0.0 0.0
O -1.644379 0.000824 -0.612131 -0.1 0.2 -0.1
S -2.349676 1.234103 -1.267850 0.4 -0.1 0.2
C -3.584977 0.532153 -2.375207 -0.1 -0.1 0.0
C -4.902356 1.199957 -1.985291 0.0 0.0 0.0
C -4.914892 1.226892 -0.457893 0.0 0.0 0.0
C -3.555330 1.788042 -0.040399 -0.1 -0.1 0.1
H -3.585587 -0.537092 -2.149735 0.0 0.0 0.0
H -3.259946 0.698261 -3.400753 0.0 0.0 0.0
H -5.743267 0.650782 -2.405147 0.0 0.0 0.0
H -4.946235 2.216116 -2.384164 0.0 0.0 0.0
H -5.038430 0.217588 -0.061723 0.0 0.0 0.0
H -5.723358 1.838508 -0.061934 0.0 0.0 0.0
H -3.174500 1.437821 0.918753 0.0 0.0 0.0
H -3.520808 2.878245 -0.059933 0.0 0.0 0.0
O 3.523159 -0.709735 -2.899282 -0.1 -0.2 0.2
N 2.915528 -0.255195 -1.979013 0.0 0.1 -0.3
O 2.934768 0.878300 -1.550696 0.3 -0.1 -0.1
O 2.064772 -1.118820 -1.328338 0.0 0.9 0.0